*A*
The following is a quantum chemistry calculation of the molecule C15H18N4O4, from the OMol25 dataset.

Bonds (Å) are listed after each position.
Geometry (Å):
1 N -3.7999 2.3440 0.7523  C2 1.444, H24 1.050, H25 1.074
2 C -3.2942 0.9922 0.8078  N1 1.444, C3 1.593, C9 1.593, H26 1.087
3 C -3.7172 0.1994 -0.5070  C2 1.593, C4 1.550, H27 1.135, H28 1.112
4 C -3.1506 -1.2429 -0.5207  C3 1.550, C5 1.357, N8 1.375
5 C -3.7963 -2.2722 0.0826  C4 1.357, N6 1.400, H29 1.058
6 N -2.9909 -3.3874 -0.1757  C5 1.400, C7 1.396, H30 1.084
7 C -1.8936 -2.8707 -0.8665  N6 1.396, N8 1.313, H31 1.026
8 N -1.9609 -1.5839 -1.1199  C4 1.375, C7 1.313
9 C -1.7068 0.8707 0.8734  C2 1.593, O10 1.217, N11 1.423
10 O -1.1784 0.1264 1.6780  C9 1.217
11 N -1.0056 1.5244 -0.1783  C9 1.423, C12 1.447, H32 1.045
12 C 0.4081 1.6384 0.1060  N11 1.447, C13 1.595, C21 1.471, H33 1.125
13 C 1.1132 0.5157 -0.7800  C12 1.595, C14 1.533, H34 1.026, H35 1.071
14 C 2.5100 0.1168 -0.2895  C13 1.533, C15 1.424, C20 1.359
15 C 3.6178 0.1457 -1.1844  C14 1.424, C16 1.449, H36 1.134
16 C 4.8785 -0.5264 -0.9393  C15 1.449, C17 1.483, H37 1.090
17 C 4.9520 -1.0966 0.4272  C16 1.483, O18 1.418, C19 1.401
18 O 6.1621 -1.7495 0.7748  C17 1.418, H38 1.036
19 C 3.7701 -1.1994 1.1728  C17 1.401, C20 1.379, H39 1.126
20 C 2.6308 -0.4590 0.9356  C14 1.359, C19 1.379, H40 1.153
21 C 0.9803 2.9460 -0.2485  C12 1.471, O22 1.196, O23 1.336
22 O 0.3532 3.9473 -0.4313  C21 1.196
23 O 2.3034 3.0255 -0.4126  C21 1.336, H41 1.031
24 H -3.7328 2.6734 1.7475  N1 1.050
25 H -4.8067 2.5799 0.4621  N1 1.074
26 H -3.7800 0.4123 1.5890  C2 1.087
27 H -4.8426 0.2463 -0.6442  C3 1.135
28 H -3.3754 0.5564 -1.5036  C3 1.112
29 H -4.7779 -2.4680 0.4267  C5 1.058
30 H -3.0818 -4.3762 0.2590  N6 1.084
31 H -1.1156 -3.4329 -1.2295  C7 1.026
32 H -1.5018 2.4048 -0.4447  N11 1.045
33 H 0.6016 1.5563 1.2115  C12 1.125
34 H 0.3870 -0.2024 -0.8826  C13 1.026
35 H 1.2035 0.8622 -1.7890  C13 1.071
36 H 3.4527 0.4970 -2.2499  C15 1.134
37 H 5.6647 -0.5799 -1.6920  C16 1.090
38 H 5.9470 -2.3532 1.5884  O18 1.036
39 H 3.9442 -1.9797 1.9662  C19 1.126
40 H 1.7149 -0.5954 1.6224  C20 1.153
41 H 2.9139 2.1949 -0.3939  O23 1.031

Summary:
frontier orbital gap: 9.327 eV
multiplicity: 1
total charge: 0
SMILES string: N[C@@H](Cc1c[nH]cn1)C(=O)N[C@@H](Cc1ccc(O)cc1)C(=O)O


*B*
The following is a quantum chemistry calculation of the molecule C15H18N4O4, from the OMol25 dataset.

Bonds (Å) are listed after each position.
Geometry (Å):
1 N -2.0076 1.4148 0.5200  C2 1.472, H24 1.092, H25 1.048
2 C -0.5586 1.6245 0.3670  N1 1.472, C3 1.601, C9 1.475, H26 1.089
3 C -0.2895 3.1249 0.8555  C2 1.601, C4 1.304, H27 1.299, H28 1.113
4 C 1.0016 3.3114 0.8520  C3 1.304, C5 1.439, N8 1.336
5 C 1.5605 4.5603 0.4054  C4 1.439, N6 1.411, H29 1.118
6 N 2.8907 4.3245 -0.0026  C5 1.411, C7 1.337, H30 0.900
7 C 3.0832 3.0661 0.4075  N6 1.337, N8 1.329, H31 1.072
8 N 1.9889 2.4134 0.7844  C4 1.336, C7 1.329
9 C 0.1977 0.4511 0.8425  C2 1.475, O10 1.196, N11 1.356
10 O 0.0706 -0.0057 1.9400  C9 1.196
11 N 0.9414 -0.2190 -0.0719  C9 1.356, C12 1.422, H32 1.001
12 C 1.4198 -1.5474 0.0955  N11 1.422, C13 1.461, C21 1.597, H33 1.053
13 C 0.9079 -2.5273 -0.8589  C12 1.461, C14 1.513, H34 1.082, H35 1.084
14 C -0.6019 -2.5772 -0.9400  C13 1.513, C15 1.432, C20 1.478
15 C -1.5266 -1.7023 -1.5953  C14 1.432, C16 1.387, H36 1.194
16 C -2.8959 -1.9249 -1.6062  C15 1.387, C17 1.394, H37 1.093
17 C -3.3183 -3.0441 -0.8912  C16 1.394, O18 1.428, C19 1.395
18 O -4.7172 -3.3216 -0.8302  C17 1.428, H38 1.127
19 C -2.5982 -3.8133 0.0229  C17 1.395, C20 1.358, H39 1.134
20 C -1.2694 -3.5414 -0.0398  C14 1.478, C19 1.358, H40 1.139
21 C 2.9970 -1.5214 0.3421  C12 1.597, O22 1.170, O23 1.427
22 O 3.7643 -2.4043 0.3206  C21 1.170
23 O 3.2860 -0.1854 0.7518  C21 1.427, H41 0.946
24 H -2.1481 0.5017 -0.0629  N1 1.092
25 H -2.1775 1.3159 1.5495  N1 1.048
26 H -0.4870 1.7998 -0.7052  C2 1.089
27 H -0.8724 3.3880 1.9860  C3 1.299
28 H -0.6732 3.9578 0.2252  C3 1.113
29 H 1.0659 5.5579 0.5021  C5 1.118
30 H 3.4313 5.0291 -0.1492  N6 0.900
31 H 4.0664 2.7226 0.6621  C7 1.072
32 H 0.9016 0.0549 -1.0339  N11 1.001
33 H 0.9745 -1.7288 1.0319  C12 1.053
34 H 1.3329 -2.4644 -1.8519  C13 1.082
35 H 1.4784 -3.3449 -0.4329  C13 1.084
36 H -1.0520 -0.9066 -2.3488  C15 1.194
37 H -3.4953 -1.2764 -2.2505  C16 1.093
38 H -5.4046 -2.4643 -1.0787  O18 1.127
39 H -3.1514 -4.5611 0.6715  C19 1.134
40 H -0.7043 -3.9901 0.8414  C20 1.139
41 H 2.5881 0.4533 0.7731  O23 0.946

Summary:
frontier orbital gap: 8.904 eV
multiplicity: 1
total charge: 0
SMILES string: N[C@@H](Cc1c[nH]cn1)C(=O)N[C@@H](Cc1ccc(O)cc1)C(=O)O


Most stable structure - *A*; separation to the second - 292.8 kJ/mol.


*A*
The following is a quantum chemistry calculation of a 2-piece molecular cluster, C2H6BrP overall, from the OMol25 dataset.

Bonds (Å) are listed after each position.
Geometry (Å):
1 C -0.1344 1.0869 0.7268  C2 1.491, H5 1.090, H6 1.087, H7 1.095
2 C 0.4042 -0.0109 -0.1262  C1 1.491, P3 1.840, Br4 1.903
3 P -0.2996 -1.6924 0.1252  C2 1.840, H9 1.395, H10 1.396
4 Br 2.3042 -0.0624 -0.2236  C2 1.903
5 H -1.2160 1.1571 0.6141  C1 1.090
6 H 0.3231 2.0452 0.4937  C1 1.087
7 H 0.0816 0.8519 1.7740  C1 1.095
8 H -0.1204 0.2484 -1.8911  no bonds
9 H -1.5450 -1.3967 -0.4299  P3 1.395
10 H 0.2024 -2.2271 -1.0630  P3 1.396

Summary:
frontier orbital gap: 8.627 eV
multiplicity: 1
total charge: 0


*B*
The following is a quantum chemistry calculation of a 2-piece molecular cluster, C2H6BrP overall, from the OMol25 dataset.

Bonds (Å) are listed after each position.
Geometry (Å):
1 C -1.4201 -1.0037 1.8504  P3 1.803, H5 1.108, H6 1.085, H7 1.051
2 C -0.8237 1.2902 0.3949  P3 1.811, H8 1.109, H9 1.181, H10 1.123
3 P -0.6509 -0.5104 0.2963  C1 1.803, C2 1.811
4 Br 1.8514 4.5968 1.1103  no bonds
5 H -0.6617 -0.8773 2.6482  C1 1.108
6 H -1.8920 -1.9805 1.8282  C1 1.085
7 H -2.2500 -0.3911 2.0510  C1 1.051
8 H -0.2559 1.8356 1.1754  C2 1.109
9 H -1.9607 1.4200 0.6861  C2 1.181
10 H -0.6160 1.6606 -0.6444  C2 1.123

Summary:
frontier orbital gap (alpha / beta): 8.951 / 3.801 eV
multiplicity: 1
total charge: 0


Most stable structure - *B*; separation to the second - 60.4 kJ/mol.


*A*
The following is a quantum chemistry calculation of the molecule C5H12, from the OMol25 dataset.

Bonds (Å) are listed after each position.
Geometry (Å):
1 C -0.7584 -1.9050 0.6759  C2 1.546, H6 1.097, H7 1.099, H8 1.101
2 C -0.6093 -0.3712 0.8009  C1 1.546, C3 1.553, H9 1.100, H10 1.101
3 C -0.0716 0.3874 -0.4433  C2 1.553, C4 1.534, C5 1.541, H11 1.098
4 C 1.3816 0.0477 -0.8001  C3 1.534, H12 1.098, H13 1.099, H14 1.093
5 C -0.1318 1.9187 -0.2865  C3 1.541, H15 1.099, H16 1.099, H17 1.095
6 H 0.1503 -2.3946 0.3043  C1 1.097
7 H -0.9788 -2.3365 1.6618  C1 1.099
8 H -1.5867 -2.2071 0.0166  C1 1.101
9 H 0.0341 -0.1318 1.6600  C2 1.100
10 H -1.6113 0.0261 1.0273  C2 1.101
11 H -0.7664 0.0477 -1.2221  C3 1.098
12 H 1.7206 0.5929 -1.6913  C4 1.098
13 H 2.0432 0.3674 0.0174  C4 1.099
14 H 1.5496 -1.0163 -0.9846  C4 1.093
15 H 0.5077 2.2365 0.5492  C5 1.099
16 H 0.2666 2.4294 -1.1748  C5 1.099
17 H -1.1394 2.3087 -0.1108  C5 1.095

Summary:
frontier orbital gap: 12.156 eV
multiplicity: 1
total charge: 0
SMILES string: CCC(C)C


*B*
The following is a quantum chemistry calculation of a 2-piece molecular cluster, C5H12 overall, from the OMol25 dataset.

Bonds (Å) are listed after each position.
Geometry (Å):
1 C -1.6549 -0.4433 1.1546  C2 1.526, H6 1.096, H7 1.095, H8 1.094
2 C -0.3469 0.3346 1.2637  C1 1.526, C3 1.472, H9 1.105, H10 1.115
3 C 0.0453 1.1570 0.1078  C2 1.472, C5 1.488
4 C 0.1582 -1.2296 -1.9334  H11 1.094, H12 1.093, H13 1.095, H14 1.092
5 C 1.5013 1.4655 0.0892  C3 1.488, H15 1.106, H16 1.105, H17 1.099
6 H -1.5256 -1.3122 0.4997  C1 1.096
7 H -1.9881 -0.8058 2.1329  C1 1.095
8 H -2.4362 0.1883 0.7223  C1 1.094
9 H 0.4582 -0.2610 1.7316  C2 1.105
10 H -0.4920 1.2001 1.9521  C2 1.115
11 H -0.2320 -0.2682 -1.5879  C4 1.094
12 H 0.8414 -1.0617 -2.7702  C4 1.093
13 H 0.6945 -1.7324 -1.1224  C4 1.095
14 H -0.6743 -1.8567 -2.2602  C4 1.092
15 H 2.1115 1.1403 0.9525  C5 1.106
16 H 1.8782 0.9519 -0.8143  C5 1.105
17 H 1.6613 2.5332 -0.1177  C5 1.099

Summary:
frontier orbital gap: 8.671 eV
multiplicity: 1
total charge: 0


Most stable structure - *A*; separation to the second - 354.5 kJ/mol.


*A*
The following is a quantum chemistry calculation of the molecule C10H13N5O2, from the OMol25 dataset.

Bonds (Å) are listed after each position.
Geometry (Å):
1 C -3.7119 -1.2559 0.0744  O2 1.414, H18 1.092, H19 1.092, H20 1.091
2 O -3.1689 -0.2737 0.9343  C1 1.414, C3 1.363
3 C -2.0745 0.4376 0.5432  O2 1.363, C4 1.395, C15 1.403
4 C -1.9679 1.7122 1.0994  C3 1.395, C5 1.378, H21 1.078
5 C -0.9235 2.5460 0.7639  C4 1.378, C6 1.383, H22 1.079
6 C 0.0221 2.1308 -0.1561  C5 1.383, C7 1.387, H23 1.080
7 C -0.0404 0.8569 -0.7002  C6 1.387, C8 1.513, C15 1.398
8 C 1.0049 0.3978 -1.6931  C7 1.513, N9 1.448, H24 1.094, H25 1.091
9 N 2.3575 0.7649 -1.3299  C8 1.448, C10 1.347, H26 1.008
10 C 2.9409 0.1876 -0.2617  N9 1.347, N11 1.358, N14 1.334
11 N 2.5492 -0.9951 0.2788  C10 1.358, N12 1.285
12 N 3.3812 -1.2616 1.2208  N11 1.285, N13 1.305
13 N 4.2490 -0.2881 1.2610  N12 1.305, N14 1.329, H27 1.008
14 N 4.0259 0.6587 0.3560  C10 1.334, N13 1.329
15 C -1.0737 -0.0092 -0.3322  C3 1.403, C7 1.398, O16 1.386
16 O -1.0927 -1.2954 -0.8493  C15 1.386, C17 1.422
17 C -0.4864 -2.2496 0.0139  O16 1.422, H28 1.095, H29 1.089, H30 1.095
18 H -3.2196 -2.2237 0.1929  C1 1.092
19 H -3.6504 -0.9495 -0.9715  C1 1.092
20 H -4.7582 -1.3513 0.3676  C1 1.091
21 H -2.7336 2.0227 1.7926  C4 1.078
22 H -0.8577 3.5301 1.2023  C5 1.079
23 H 0.8202 2.7995 -0.4434  C6 1.080
24 H 0.7972 0.8375 -2.6731  C8 1.094
25 H 0.9654 -0.6884 -1.7883  C8 1.091
26 H 2.6350 1.7217 -1.4852  N9 1.008
27 H 5.0190 -0.2441 1.9107  N13 1.008
28 H 0.5686 -2.0148 0.1870  C17 1.095
29 H -0.5757 -3.2081 -0.4944  C17 1.089
30 H -1.0013 -2.2953 0.9796  C17 1.095

Summary:
frontier orbital gap: 9.425 eV
multiplicity: 1
total charge: 0
SMILES string: COc1cccc(CNc2nn[nH]n2)c1OC


*B*
The following is a quantum chemistry calculation of the molecule C10H13N5O2, from the OMol25 dataset.

Bonds (Å) are listed after each position.
Geometry (Å):
1 C 4.9157 -1.8151 -1.1755  C2 1.524, H18 1.088, H19 1.087, H20 1.087
2 C 3.6756 -2.6177 -0.8029  C1 1.524, C3 1.526, H21 1.092, H22 1.092
3 C 2.4057 -1.7879 -0.9683  C2 1.526, C4 1.529, H23 1.092, H24 1.092
4 C 1.1581 -2.5909 -0.5978  C3 1.529, N5 1.431, H25 1.093, H26 1.092
5 N -0.0136 -1.7795 -0.7257  C4 1.431, N6 1.303, N17 1.319
6 N -0.9001 -1.9227 -1.6704  N5 1.303, N7 1.289
7 N -1.7930 -1.0070 -1.5056  N6 1.289, C8 1.350
8 C -1.4057 -0.3015 -0.4219  N7 1.350, N9 1.366, N17 1.325
9 N -2.1367 0.7571 0.0371  C8 1.366, C10 1.377, H27 1.011
10 C -1.8108 1.5554 1.1102  N9 1.377, O11 1.207, C12 1.470
11 O -0.8227 1.4148 1.7897  C10 1.207
12 C -2.8055 2.6121 1.3442  C10 1.470, C13 1.372, O16 1.357
13 C -2.8280 3.5871 2.3096  C12 1.372, C14 1.410, H28 1.070
14 C -4.0009 4.3372 2.0847  C13 1.410, C15 1.363, H29 1.070
15 C -4.6065 3.7694 1.0035  C14 1.363, O16 1.339, H30 1.072
16 O -3.8976 2.7293 0.5480  C12 1.357, C15 1.339
17 N -0.2782 -0.7761 0.0879  N5 1.319, C8 1.325
18 H 4.8634 -1.4905 -2.2122  C1 1.088
19 H 5.8118 -2.4174 -1.0493  C1 1.087
20 H 5.0020 -0.9337 -0.5446  C1 1.087
21 H 3.7565 -2.9509 0.2337  C2 1.092
22 H 3.6130 -3.5063 -1.4350  C2 1.092
23 H 2.3204 -1.4510 -2.0039  C3 1.092
24 H 2.4534 -0.9061 -0.3264  C3 1.092
25 H 1.2278 -2.9310 0.4387  C4 1.093
26 H 1.0262 -3.4464 -1.2631  C4 1.092
27 H -2.9789 0.9503 -0.4874  N9 1.011
28 H -2.0912 3.7307 3.0720  C13 1.070
29 H -4.3465 5.1802 2.6464  C14 1.070
30 H -5.5139 4.0080 0.4841  C15 1.072

Summary:
frontier orbital gap: 9.664 eV
multiplicity: 1
total charge: 0
SMILES string: CCCCn1nnc(NC(=O)c2ccco2)n1


Most stable structure - *B*; separation to the second - 97.6 kJ/mol.